Below is a structure of composition C22H26MnN3O2P, with properties calculated with the ωB97M-V functional and the def2-TZVPD basis.

LUMO energy (spin up / spin down) in eV: -12.70 / -15.87

The geometry in ORCA input format:
```
! RIJCOSX wB97M-V def2-TZVPD def2/J DEFGRID3
* xyz 4 4
N 2.618 -0.396 1.197
C 3.308 -0.037 2.070
C 4.119 0.448 3.155
H 4.981 1.004 2.745
H 4.484 -0.411 3.745
H 3.523 1.111 3.809
N -1.422 -1.897 0.612
C -2.357 -2.467 0.999
C -3.590 -2.976 1.521
H -3.376 -3.842 2.162
H -4.234 -3.275 0.681
H -4.071 -2.178 2.106
N 0.308 0.866 -3.122
C 0.132 1.123 -4.238
C -0.061 1.430 -5.628
H -1.064 1.844 -5.768
H 0.048 0.511 -6.213
H 0.686 2.170 -5.933
Mn 1.466 -1.602 -0.146
C -1.711 0.955 -1.014
O -2.520 0.426 -1.619
C -0.361 0.814 2.129
O -0.768 0.308 3.066
C 2.571 -3.345 0.060
C 3.128 -2.483 -0.942
C 2.330 -2.103 -2.071
C 1.145 -2.795 -2.315
C 0.480 -3.390 -1.256
C 1.151 -3.626 -0.014
H 3.200 -3.705 0.890
H 4.097 -2.004 -0.824
H 2.705 -1.405 -2.825
H 0.668 -2.691 -3.283
H -0.579 -3.648 -1.358
H 0.554 -3.939 0.854
C 0.826 3.469 -1.451
P 0.264 2.633 0.093
C 1.674 3.250 1.103
C -1.034 3.808 0.606
C -1.965 4.252 -0.345
C -3.002 5.103 0.047
C -3.169 5.475 1.389
C -2.248 4.994 2.335
C -1.187 4.159 1.957
H 1.761 2.994 -1.777
H 0.997 4.531 -1.228
H 0.086 3.356 -2.247
H 1.680 4.345 1.038
H 1.591 2.935 2.147
H 2.609 2.850 0.688
H -1.861 3.957 -1.393
H -3.695 5.475 -0.707
H -3.981 6.160 1.691
H -2.342 5.283 3.386
H -0.466 3.789 2.699
*
```

***

Below is an isolated molecule of C5H9NOS, with properties calculated with the ωB97M-V functional and the def2-TZVPD basis.

LUMO energy in eV: 0.12
Relative energy (zero: lowest compared OMol25 entry of this formula, charge and spin) in eV: 4.9670

The geometry in ORCA input format:
```
! RIJCOSX wB97M-V def2-TZVPD def2/J DEFGRID3
* xyz 0 1
C -3.236 0.178 0.754
C -1.126 0.540 1.199
C 1.088 -0.462 -1.006
C 0.217 -0.111 1.542
C 1.265 0.139 0.399
N -2.081 -0.263 0.917
O -4.369 -0.020 -1.706
S -4.571 0.460 0.036
H -1.141 1.557 1.167
H 0.175 -0.316 -1.380
H 1.178 -1.472 -0.902
H 1.808 -0.097 -1.607
H 0.725 0.380 2.350
H 0.225 -1.247 1.554
H 1.242 1.152 0.159
H 2.102 -0.216 0.925
H -5.090 -0.454 -2.008
*
```

***

Below is an isolated molecule of C3H7NO2, with properties calculated with the ωB97M-V functional and the def2-TZVPD basis.

LUMO energy in eV: 0.91
Structure (SMILES): CNC(=O)OC
Relative energy (zero: lowest compared OMol25 entry of this formula, charge and spin) in eV: 0.6290

The geometry in ORCA input format:
```
! RIJCOSX wB97M-V def2-TZVPD def2/J DEFGRID3
* xyz 0 1
C -2.085 -0.046 -0.456
N -1.162 -0.065 0.657
C 0.195 -0.027 0.687
O 0.812 -0.045 1.737
O 0.794 0.036 -0.520
C 2.220 0.084 -0.385
H -2.759 0.820 -0.399
H -2.701 -0.955 -0.476
H -1.525 0.013 -1.391
H -1.506 -0.101 1.604
H 2.507 0.949 0.218
H 2.629 0.155 -1.393
H 2.579 -0.818 0.118
*
```

***

Below is a cluster of 6 separate species, C45H43O28PS in total, with properties calculated with the ωB97M-V functional and the def2-TZVPD basis.

LUMO energy in eV: -2.11
Structure (SMILES): C#C[C@H]1OS(=O)(=O)C[C@H](P(=O)(O)O)[C@@H]1CCCCCCOC(=O)C=C.O=C1C=C(O)C(=O)C=C1O.O=C1C=C(O)C(=O)C=C1O.O=C1C=C(O)C(=O)C=C1O.O=C1C=C(O)C(=O)C=C1O.O=C1C=C(O)C(=O)C=C1O

The geometry in ORCA input format:
```
! RIJCOSX wB97M-V def2-TZVPD def2/J DEFGRID3
* xyz 0 1
C 2.685 1.021 2.244
C 1.706 0.965 1.207
C 0.456 0.741 0.152
O 0.443 1.889 -0.815
S -0.729 1.652 -2.030
O -1.570 2.901 -2.385
O 0.036 1.217 -3.341
C -1.853 0.206 -1.601
C -1.044 -1.109 -0.984
P -2.074 -1.957 0.374
O -3.571 -1.385 0.519
O -2.295 -3.658 -0.087
O -1.390 -1.925 1.972
C 0.494 -0.726 -0.583
C 1.328 -1.886 0.218
C 1.197 -3.399 -0.432
C 2.372 -3.780 -1.509
C 2.839 -2.557 -2.496
C 3.866 -3.218 -3.639
C 4.537 -1.954 -4.453
O 5.961 -1.738 -4.065
C 6.055 -0.823 -2.909
O 5.643 0.472 -2.923
C 6.746 -1.434 -1.532
C 7.379 -0.431 -0.610
H 3.726 1.241 2.781
H -0.537 0.877 0.790
H -2.685 0.623 -0.891
H -2.389 -0.175 -2.591
H -0.969 -1.887 -1.886
H -2.250 -3.614 -1.094
H -1.115 -2.895 2.142
H 1.076 -0.559 -1.612
H 1.152 -1.883 1.399
H 2.482 -1.598 0.099
H 0.169 -3.619 -0.944
H 1.295 -4.157 0.474
H 1.910 -4.622 -2.219
H 3.305 -4.310 -0.990
H 3.520 -1.824 -1.858
H 1.969 -1.970 -3.013
H 4.680 -3.895 -3.099
H 3.238 -3.845 -4.402
H 4.414 -2.191 -5.612
H 3.865 -1.008 -4.223
H 6.782 -2.582 -1.255
H 7.779 -0.693 0.468
H 7.527 0.662 -1.013
C -0.254 5.196 0.159
C 0.936 4.901 -0.366
C 2.011 5.926 -0.471
O 3.102 5.620 -0.941
C 1.713 7.288 -0.002
C 0.521 7.584 0.520
C -0.544 6.552 0.650
O -1.624 6.850 1.151
O 0.232 8.863 0.960
O 1.215 3.629 -0.832
H -1.044 4.460 0.244
H 2.497 8.028 -0.100
H -0.690 8.822 1.295
H 2.139 3.669 -1.161
C 4.630 -1.337 5.778
C 4.585 -1.668 4.486
C 3.967 -2.946 4.036
O 3.924 -3.215 2.841
C 3.430 -3.851 5.064
C 3.478 -3.521 6.356
C 4.071 -2.231 6.803
O 4.084 -1.947 7.996
O 2.977 -4.368 7.328
O 5.111 -0.834 3.517
H 5.074 -0.410 6.118
H 2.999 -4.785 4.725
H 3.128 -3.905 8.181
H 4.955 -1.294 2.663
C -0.526 -9.117 -0.235
C -0.320 -9.407 1.051
C -0.564 -8.400 2.120
O -0.383 -8.702 3.294
C -1.014 -7.059 1.714
C -1.217 -6.768 0.428
C -1.000 -7.784 -0.639
O -1.213 -7.492 -1.811
O -1.638 -5.510 0.039
O 0.128 -10.657 1.437
H -0.355 -9.840 -1.023
H -1.171 -6.332 2.500
H -1.713 -5.550 -0.939
H 0.197 -10.618 2.416
C -1.402 10.841 -4.244
C -0.575 10.014 -3.601
C -1.085 8.823 -2.869
O -0.299 8.071 -2.304
C -2.539 8.596 -2.850
C -3.367 9.425 -3.490
C -2.854 10.600 -4.245
O -3.638 11.333 -4.838
O -4.734 9.219 -3.474
O 0.790 10.235 -3.594
H -1.044 11.709 -4.782
H -2.898 7.737 -2.299
H -5.114 9.951 -4.008
H 1.171 9.501 -3.065
C -8.146 -1.539 2.584
C -9.292 -0.863 2.486
C -9.547 0.069 1.354
O -10.618 0.662 1.281
C -8.482 0.247 0.354
C -7.334 -0.426 0.454
C -7.091 -1.380 1.571
O -6.033 -1.998 1.625
O -6.328 -0.262 -0.481
O -10.288 -1.006 3.436
H -7.948 -2.222 3.400
H -8.673 0.941 -0.454
H -5.603 -0.858 -0.190
H -11.015 -0.416 3.142
*
```

***

Below is a structure of composition C24H29Cl3F6N2SSbSiTm, with properties calculated with the ωB97M-V functional and the def2-TZVPD basis.

LUMO energy (spin up / spin down) in eV: -3.48 / -5.22

The geometry in ORCA input format:
```
! RIJCOSX wB97M-V def2-TZVPD def2/J DEFGRID3
* xyz 1 4
Tm 0.023 -0.617 -1.264
S -3.942 -0.639 -4.064
C -4.431 0.199 -2.626
C -5.636 0.842 -2.353
C -5.793 1.415 -1.109
C -4.782 1.335 -0.142
C -3.589 0.702 -0.415
C -3.403 0.145 -1.681
N -2.264 -0.521 -2.119
C -2.433 -1.001 -3.321
C -1.365 -1.715 -4.025
C -1.595 -2.637 -5.042
C -0.525 -3.246 -5.686
C 0.783 -2.920 -5.364
C 1.046 -1.957 -4.385
C -0.035 -1.475 -3.709
H -6.424 0.889 -3.093
H -6.717 1.925 -0.872
H -4.951 1.763 0.837
H -2.813 0.613 0.335
H -2.616 -2.878 -5.314
H -0.718 -3.970 -6.466
H 1.615 -3.385 -5.875
H 2.062 -1.643 -4.179
C 1.761 2.498 1.537
Si 1.511 0.740 2.089
C 3.107 -0.243 2.080
C 2.832 -1.758 2.126
C 3.869 0.146 0.799
C 3.985 0.144 3.284
C 0.215 0.478 3.426
C 0.764 0.900 4.797
C -1.001 1.355 3.090
C -0.237 -0.989 3.477
H 2.644 2.956 1.987
H 0.901 3.127 1.774
H 1.904 2.500 0.453
H 1.967 -2.060 1.527
H 2.638 -2.088 3.146
H 3.709 -2.307 1.770
H 3.253 0.121 -0.104
H 4.723 -0.525 0.658
H 4.264 1.161 0.867
H 3.521 -0.119 4.234
H 4.210 1.213 3.298
H 4.937 -0.391 3.221
H 1.107 1.939 4.799
H 1.594 0.269 5.116
H -0.023 0.813 5.551
H -0.755 2.418 3.091
H -1.778 1.195 3.844
H -1.425 1.100 2.115
H 0.560 -1.651 3.813
H -0.590 -1.347 2.507
H -1.062 -1.084 4.189
Cl -2.270 4.297 0.880
C -1.498 4.222 -0.708
Cl -2.663 4.563 -1.986
Cl -0.123 5.316 -0.787
C -1.011 2.851 -0.908
N -0.640 1.781 -1.060
F 0.638 0.116 0.735
Sb 2.464 -2.669 -1.194
F -0.379 -2.288 -0.348
F 1.732 -4.046 -2.267
F 3.649 -2.156 -2.582
F 1.720 0.077 -1.944
F 3.781 -3.798 -0.463
*
```

***

Below is a structure of composition C42H50Cl2CoO4Se, with properties calculated with the ωB97M-V functional and the def2-TZVPD basis.

LUMO energy (spin up / spin down) in eV: 2.12 / 2.12
Relative energy (zero: lowest compared OMol25 entry of this formula, charge and spin) in eV: 1.1177

The geometry in ORCA input format:
```
! RIJCOSX wB97M-V def2-TZVPD def2/J DEFGRID3
* xyz -1 1
Co -1.714 -1.498 -0.648
C 5.745 0.467 -0.612
C 5.285 -0.967 -0.307
C 5.537 -1.237 1.178
C 6.116 -1.964 -1.127
C 3.802 -1.102 -0.662
C 2.823 -1.451 0.254
C 1.484 -1.437 -0.113
Se 0.169 -1.862 1.221
C -0.230 -0.074 1.801
C 0.582 0.471 2.786
C 0.345 1.742 3.282
C -0.806 2.382 2.816
C -1.652 1.862 1.844
C -1.310 0.624 1.215
O -1.971 0.174 0.196
C -2.954 2.585 1.472
C -4.136 1.614 1.655
C -3.219 3.801 2.365
C -2.895 3.077 0.021
C 1.314 2.366 4.290
C 2.713 2.449 3.658
C 1.387 1.499 5.555
C 0.891 3.777 4.698
C 1.028 -1.072 -1.403
O -0.228 -0.859 -1.653
C 2.048 -0.909 -2.392
C 3.371 -0.867 -1.970
C 1.748 -0.742 -3.892
C 0.450 -1.447 -4.319
C 2.873 -1.368 -4.736
C 1.656 0.754 -4.226
H 6.792 0.608 -0.318
H 5.132 1.180 -0.057
H 5.654 0.697 -1.675
H 6.598 -1.101 1.402
H 5.257 -2.259 1.447
H 4.966 -0.544 1.801
H 7.175 -1.907 -0.853
H 6.032 -1.764 -2.198
H 5.764 -2.983 -0.947
H 3.064 -1.715 1.276
H 1.407 -0.134 3.148
H -1.061 3.343 3.241
H -4.182 1.277 2.695
H -4.024 0.741 1.013
H -5.080 2.113 1.406
H -3.276 3.519 3.420
H -4.174 4.246 2.075
H -2.445 4.565 2.247
H -2.704 2.245 -0.654
H -2.097 3.817 -0.099
H -3.845 3.545 -0.260
H 3.067 1.459 3.363
H 3.432 2.878 4.365
H 2.687 3.076 2.763
H 1.734 0.491 5.319
H 0.399 1.416 6.016
H 2.076 1.936 6.286
H 0.836 4.439 3.830
H 1.624 4.194 5.395
H -0.082 3.771 5.196
H 4.129 -0.646 -2.714
H 0.384 -2.444 -3.875
H 0.427 -1.548 -5.409
H -0.426 -0.892 -4.009
H 3.043 -2.405 -4.435
H 3.816 -0.824 -4.654
H 2.583 -1.359 -5.791
H 0.879 1.233 -3.625
H 1.418 0.900 -5.286
H 2.604 1.253 -4.009
Cl -3.712 -7.652 2.335
C -3.479 -6.018 1.747
C -4.155 -4.958 2.381
C -4.000 -3.680 1.933
C -3.183 -3.391 0.804
O -3.094 -2.207 0.379
C -2.489 -4.486 0.187
C -1.647 -4.261 -0.939
O -1.479 -3.194 -1.505
C -2.657 -5.794 0.687
H -4.801 -5.165 3.225
H -4.508 -2.856 2.416
H -1.106 -5.119 -1.362
H -2.142 -6.616 0.204
Cl -5.881 0.211 -2.087
C -4.475 1.097 -2.617
C -4.635 2.436 -2.924
C -3.551 3.184 -3.358
C -2.307 2.572 -3.474
C -2.162 1.232 -3.180
C -3.241 0.433 -2.753
C -3.061 -0.966 -2.514
H -5.611 2.889 -2.817
H -3.673 4.236 -3.583
H -1.447 3.152 -3.785
H -1.191 0.760 -3.236
H -2.234 -1.468 -2.997
H -3.914 -1.575 -2.246
*
```

***

We obtain electronic energy values of -72362.5015 -19699.3364 -8809.8998 -124797.0119 -136993.5670 -180577.2266 eV for the records listed above, in that order.
We obtain maximum force values of 0.0703 0.1188 0.0062 0.1957 0.0502 0.0567 hartree/bohr for the records listed above, in that order.